<i>
This record from OMol25 describes a cluster of 2 separate species, C4H6N2O2 in total. The level of theory is ωB97M-V/def2-TZVPD.

CARTESIAN COORDINATES (ANGSTROEM)
O -1.34810 0.59262 -0.33693
N -0.64947 -0.57747 -0.71860
C 0.47425 -1.15685 0.06045
C 0.93978 -2.20952 -0.60697
N 0.13139 -2.37137 -1.79964
C -0.70704 -1.40886 -1.70154
H -1.39928 0.67215 0.49638
H 0.77965 -0.61526 0.88952
H 1.78776 -2.86353 -0.24785
H -1.45409 -1.38488 -2.53614
C 0.29420 2.96698 1.62103
O -0.39778 2.78240 0.68160
H 0.27406 2.27265 2.61120
H 1.27467 3.30094 1.58750

Its total charge is 0. The calculation puts the gap between HOMO and LUMO at 9.48 eV. The value obtained for the highest occupied orbital energy is -9.38 eV. The SMILES is On1ccnc1.C=O. For the LUMO energy, the calculation gives 0.0039 hartree.

=====

<ii>
This record from OMol25 describes an isolated molecule of C4H6N2O2. The level of theory is ωB97M-V/def2-TZVPD.

CARTESIAN COORDINATES (ANGSTROEM)
C -0.54754 0.08618 1.55545
C -0.48834 -0.00695 0.18040
N -0.52266 -1.20341 -0.59491
C 0.26563 -2.09835 -0.23543
N 1.44109 -2.07217 0.57033
C -0.24018 1.37889 -0.33577
O -0.97282 2.37255 0.28898
O 0.42434 1.50681 -1.48532
H -0.40062 -0.96101 2.18913
H -0.26624 1.07222 2.09193
H 0.23774 -3.14529 -0.73095
H 2.23990 -2.62901 -0.00294
H 1.78605 -0.98681 0.86538
H 0.42451 2.38547 -1.65770

Its total charge is 0. The calculation puts the gap between HOMO and LUMO at 9.39 eV. The value obtained for the highest occupied orbital energy is -9.16 eV. The SMILES is C=C(/N=C\N)C(=O)O. For the LUMO energy, the calculation gives 0.0086 hartree.

=====

<iii>
This record from OMol25 describes an isolated molecule of C4H6N2O2. The level of theory is ωB97M-V/def2-TZVPD.

CARTESIAN COORDINATES (ANGSTROEM)
H -0.40643 0.70539 -2.75006
N -0.57236 1.39261 -2.10595
C -0.59660 0.83093 -0.85071
O -0.67468 1.42419 0.35964
C -0.41163 0.70443 1.59411
C 0.74114 -0.40074 1.51748
C 0.58631 -1.09335 0.32079
N -0.46720 -0.62129 -0.72058
O 0.08621 -1.02230 -1.96373
H 0.03645 1.37853 2.36595
H -1.25955 0.16107 1.89784
H 1.18861 -0.94250 2.44624
H 0.82758 -2.18400 0.01903
H 0.92214 -0.33298 -2.13005

Its total charge is 0. The calculation puts the gap between HOMO and LUMO at 10.20 eV. The value obtained for the highest occupied orbital energy is -9.67 eV. The SMILES is [H]/N=C1/OCC=CN1O. For the LUMO energy, the calculation gives 0.0197 hartree.

=====

It is <i> that is the least stable of them.

=====

<i>
This record from OMol25 describes an isolated molecule of C4H6N2O2. The level of theory is ωB97M-V/def2-TZVPD.

CARTESIAN COORDINATES (ANGSTROEM)
C -1.23447 1.54745 -1.94752
C 0.02803 0.85273 -2.42087
N 0.69438 -0.05609 -1.80174
N 0.11257 -0.41429 -0.68233
C 0.70448 -0.30339 0.39615
C 0.07915 -0.71298 1.71656
O -1.04441 -1.16683 1.83377
O 0.87836 -0.22667 2.63457
H -0.94788 2.41050 -1.33458
H -1.69205 2.01311 -2.91561
H -1.97128 1.00559 -1.29065
H 0.41774 1.19848 -3.34548
H 1.70326 0.19524 0.48242
H 0.70671 -0.68519 3.57979

Its total charge is 0. The calculation puts the gap between HOMO and LUMO at 9.83 eV. The value obtained for the highest occupied orbital energy is -9.54 eV. The SMILES is C/C=N\N=C\C(=O)O. For the LUMO energy, the calculation gives 0.0104 hartree.

=====

<ii>
This record from OMol25 describes an isolated molecule of C4H6N2O2. The level of theory is ωB97M-V/def2-TZVPD.

CARTESIAN COORDINATES (ANGSTROEM)
C 0.79243 -2.10677 -0.20105
C 0.40244 -0.86400 -0.46150
C 1.11117 0.34981 -0.21494
O 2.41127 0.55104 -0.45842
N 0.34092 1.29701 0.25276
C -0.95353 0.82058 0.08704
N -1.75402 0.81714 1.16049
O -1.66544 0.98482 -1.05779
H 1.77429 -2.35056 0.21051
H 0.13445 -2.95421 -0.37225
H 2.61431 1.48581 -0.30299
H -2.72584 0.57904 1.05553
H -1.33533 0.80074 2.07398
H -1.14711 0.58956 -1.77134

Its total charge is 0. The calculation puts the gap between HOMO and LUMO (alpha / beta) at 8.60 / 8.61 eV. The value obtained for the highest occupied orbital energy (alpha / beta) is -7.81 / -7.81 eV. The SMILES is C=C=C(O)/N=C(/N)O. For the LUMO energy (alpha / beta), the calculation gives 0.0294 / 0.0294 hartree.

=====

It is <ii> that is the least stable of them.